[1]
# C23H62F6O22PS8

A cluster of 9 separate species, C23H62F6O22PS8 in total in a non-equilibrium geometry (the ωB97M-V functional and the def2-TZVPD basis, OMol25).

The geometry in XYZ format:
```
122
Properties=species:S:1:pos:R:3:lowdin_charge:R:1
P -1.143 0.341 -1.066 0.153
F -0.279 0.295 -2.416 -0.186
F -1.850 1.644 -1.694 -0.173
F -2.382 -0.565 -1.694 -0.202
F -1.896 0.453 0.412 -0.204
F -0.300 -0.998 -0.635 -0.208
F 0.087 1.133 -0.434 -0.180
O 2.274 8.585 -3.814 -0.306
S 3.679 8.194 -3.601 0.682
O 4.781 8.758 -4.371 -0.307
O 4.091 8.421 -1.998 -0.278
C 3.746 9.717 -1.460 -0.270
C 3.627 9.665 0.084 -0.063
C 3.872 6.393 -3.541 -0.114
H 2.806 10.088 -1.867 0.104
H 4.445 10.496 -1.764 0.115
H 2.878 8.956 0.437 0.076
H 3.417 10.674 0.439 0.075
H 4.558 9.377 0.572 0.069
H 4.847 6.084 -3.165 0.072
H 3.847 5.963 -4.543 0.073
H 3.075 6.048 -2.882 0.073
O 4.897 -5.240 -5.710 -0.291
S 3.614 -5.658 -6.175 0.681
O 3.396 -5.769 -7.624 -0.298
O 3.277 -7.103 -5.366 -0.246
C 3.597 -7.095 -4.016 -0.376
C 2.895 -8.254 -3.500 -0.104
C 2.309 -4.593 -5.405 -0.093
H 3.107 -6.374 -3.361 0.120
H 4.645 -7.160 -3.726 0.132
H 2.997 -8.421 -2.428 0.091
H 3.311 -9.185 -3.884 0.085
H 1.845 -8.151 -3.773 0.093
H 2.292 -3.701 -6.031 0.069
H 2.581 -4.309 -4.388 0.066
H 1.397 -5.190 -5.423 0.070
O 0.263 -8.151 2.040 -0.292
S 0.714 -7.057 2.876 0.663
O 0.838 -7.228 4.322 -0.307
O 2.147 -6.436 2.315 -0.287
C 2.906 -5.368 2.859 -0.281
C 3.695 -4.574 1.816 -0.064
C -0.365 -5.607 2.527 -0.100
H 3.645 -5.890 3.466 0.115
H 2.380 -4.712 3.553 0.119
H 4.503 -3.938 2.177 0.078
H 3.096 -3.887 1.218 0.077
H 4.195 -5.279 1.152 0.074
H -1.366 -6.039 2.559 0.065
H -0.258 -5.342 1.475 0.070
H -0.086 -4.768 3.164 0.069
O -1.391 9.648 2.831 -0.296
S -2.348 8.993 1.975 0.651
O -3.711 9.466 1.946 -0.305
O -1.689 9.179 0.448 -0.276
C -2.605 9.222 -0.679 -0.253
C -2.952 7.804 -1.151 -0.078
C -2.387 7.154 2.178 -0.084
H -2.119 9.641 -1.561 0.115
H -3.416 9.922 -0.479 0.110
H -3.574 7.222 -0.471 0.065
H -2.075 7.221 -1.432 0.087
H -3.602 7.804 -2.026 0.078
H -2.061 6.878 3.181 0.068
H -1.850 6.767 1.312 0.061
H -3.455 6.996 2.031 0.057
O 8.781 3.827 2.178 -0.313
S 7.709 2.977 2.754 0.637
O 7.375 1.740 2.096 -0.275
O 8.064 2.618 4.280 -0.254
C 8.994 3.485 4.908 -0.274
C 8.965 3.307 6.509 -0.041
C 6.232 3.985 2.905 -0.117
H 9.006 4.525 4.584 0.108
H 10.000 3.186 4.610 0.111
H 9.614 4.092 6.897 0.072
H 9.223 2.256 6.641 0.070
H 7.980 3.400 6.966 0.063
H 6.334 4.751 3.674 0.068
H 5.305 3.437 3.073 0.074
H 6.151 4.492 1.943 0.071
O -7.569 -7.586 -4.236 -0.273
S -6.507 -8.357 -3.667 0.648
O -6.568 -8.557 -2.225 -0.297
O -6.485 -9.846 -4.446 -0.263
C -6.054 -10.928 -3.656 -0.297
C -6.393 -12.229 -4.455 -0.056
C -4.914 -7.756 -4.212 -0.113
H -6.435 -10.918 -2.634 0.108
H -4.983 -10.818 -3.488 0.108
H -6.119 -13.226 -4.112 0.070
H -5.908 -12.193 -5.431 0.071
H -7.476 -12.305 -4.556 0.073
H -4.734 -6.747 -3.842 0.079
H -5.092 -7.581 -5.273 0.071
H -4.138 -8.481 -3.966 0.073
O -10.862 1.072 -1.611 -0.303
S -9.644 1.426 -0.889 0.678
O -9.434 2.778 -0.447 -0.297
O -9.364 0.371 0.380 -0.257
C -8.140 0.341 1.075 -0.322
C -7.648 1.680 1.442 -0.099
C -8.305 0.923 -2.089 -0.091
H -7.400 -0.286 0.577 0.120
H -8.365 -0.152 2.020 0.127
H -6.882 1.661 2.218 0.090
H -8.564 2.093 1.863 0.087
H -7.295 2.304 0.620 0.076
H -7.353 0.739 -1.591 0.059
H -8.229 1.746 -2.800 0.065
H -8.595 0.044 -2.666 0.066
C 2.802 0.345 6.282 -0.256
S 1.167 -0.002 7.172 0.852
O 0.827 -1.473 6.890 -0.591
C 0.188 1.101 6.063 -0.272
H 2.760 0.377 5.193 0.046
H 3.660 -0.269 6.556 0.044
H 3.062 1.372 6.537 0.033
H 0.199 2.094 6.512 0.039
H -0.849 0.764 6.045 0.050
H 0.487 1.238 5.024 0.054
```

- LUMO (Ha) = 0.0479
- Kohn-Sham gap (Ha) = 0.339
- HOMO level (Eh) = -0.2913
- charge = -1

[2]
# C23H63N4O11

A cluster of 10 separate species, C23H63N4O11 in total in a non-equilibrium geometry (the ωB97M-V functional and the def2-TZVPD basis, OMol25).

The geometry in XYZ format:
```
101
Properties=species:S:1:pos:R:3:lowdin_charge:R:1
C 11.244 -27.708 8.112 0.006
C 12.039 -27.088 6.953 -0.661
O 11.523 -26.611 5.902 -0.031
O 13.239 -27.088 7.170 -0.062
H 11.450 -27.245 9.065 0.063
H 11.582 -28.741 8.078 0.086
H 10.202 -27.657 7.988 0.022
C 13.022 -29.286 4.404 -0.176
O 13.954 -28.530 5.088 -0.124
H 13.438 -30.149 3.817 0.094
H 12.564 -28.578 3.764 0.049
H 12.303 -29.761 5.084 0.067
H 13.493 -27.838 5.622 0.025
C 7.643 -25.933 10.281 -0.583
O 8.046 -26.053 11.593 -0.125
N 8.488 -25.906 9.272 0.164
N 6.379 -25.874 9.866 0.147
H 9.456 -26.145 9.433 0.053
H 8.308 -25.955 8.219 0.085
H 5.624 -26.128 10.515 0.123
H 6.178 -26.056 8.895 0.073
C 14.302 -25.682 4.020 -0.637
O 15.196 -25.500 2.993 -0.169
N 13.057 -25.900 3.792 0.174
N 14.631 -25.558 5.283 0.184
H 12.719 -25.989 2.873 0.102
H 12.402 -26.123 4.541 0.052
H 15.499 -25.159 5.567 0.118
H 13.957 -25.810 5.979 0.047
C 12.730 -23.750 7.087 -0.019
C 12.545 -24.174 8.576 -0.549
C 11.062 -24.378 8.849 -0.044
O 13.191 -25.187 8.983 0.003
H 12.122 -22.938 6.767 0.067
H 12.405 -24.469 6.392 0.026
H 13.775 -23.445 6.865 0.093
H 12.902 -23.299 9.188 0.144
H 10.573 -25.090 8.208 0.037
H 10.557 -23.475 8.727 0.066
H 10.785 -24.770 9.802 0.073
H 13.063 -25.880 8.346 0.036
C 15.347 -31.184 8.942 -0.024
C 14.435 -30.061 8.496 -0.670
C 13.871 -29.307 9.698 -0.054
O 14.968 -29.179 7.830 0.022
H 16.295 -30.738 9.079 0.063
H 15.406 -32.036 8.188 0.097
H 15.052 -31.604 9.905 0.072
H 13.548 -30.342 7.999 0.119
H 13.012 -29.850 10.104 0.077
H 13.467 -28.305 9.381 0.063
H 14.652 -29.078 10.432 0.090
H 14.357 -28.453 7.619 0.076
C 10.309 -28.379 11.411 -0.054
C 9.176 -29.301 11.096 -0.620
C 8.906 -29.510 9.573 -0.031
O 9.453 -30.442 11.542 0.001
H 11.225 -28.802 10.890 0.083
H 10.511 -28.190 12.480 0.103
H 10.147 -27.480 10.852 0.034
H 8.259 -28.947 11.649 0.150
H 8.092 -30.211 9.460 0.066
H 9.855 -29.880 9.077 0.100
H 8.598 -28.623 9.103 0.033
H 8.725 -31.049 11.350 0.118
C 8.012 -31.472 6.813 -0.031
C 8.654 -30.678 5.719 -0.704
C 9.272 -29.457 6.220 -0.057
O 9.500 -31.286 5.066 0.049
H 7.680 -32.477 6.549 0.080
H 7.177 -30.841 7.169 0.089
H 8.595 -31.615 7.729 0.070
H 7.955 -30.388 4.945 0.142
H 10.178 -29.695 6.809 0.089
H 8.651 -28.861 6.889 0.070
H 9.575 -28.830 5.401 0.088
H 9.313 -31.057 4.146 0.137
C 6.815 -24.835 6.691 -0.039
C 8.073 -25.334 6.049 -0.619
C 9.145 -24.222 6.052 -0.011
O 8.501 -26.323 6.648 -0.026
H 6.156 -25.672 6.789 0.078
H 6.350 -24.047 6.142 0.085
H 6.953 -24.537 7.676 0.046
H 7.842 -25.649 5.006 0.158
H 10.042 -24.582 5.603 0.058
H 9.427 -23.907 7.039 0.042
H 8.593 -23.289 5.634 0.118
H 9.241 -26.752 6.245 0.081
C 12.889 -26.766 11.790 -0.037
C 13.988 -25.801 12.262 -0.657
C 13.575 -24.391 12.081 -0.042
O 14.322 -25.861 13.464 0.006
H 13.130 -27.729 12.145 0.063
H 12.846 -26.774 10.729 0.031
H 11.864 -26.409 12.115 0.101
H 14.903 -25.989 11.682 0.148
H 13.695 -24.026 11.059 0.061
H 14.243 -23.690 12.619 0.095
H 12.562 -24.258 12.322 0.067
H 15.139 -26.448 13.446 0.156
```

- LUMO (Ha) = 0.0764
- Kohn-Sham gap (Ha) = 0.291
- HOMO level (Eh) = -0.2143
- charge = -1